Below is a structure of composition C2H2BrCl3 in a non-equilibrium geometry, with properties calculated with the ωB97M-V functional and the def2-TZVPD basis.

Summary:
electronic energy = -4031.84350 a.u.
max |F| = 1.65 eV/A
orbital gap (spin up / spin down) = 7.222 / 8.724 eV
LUMO level (spin up / spin down) = -1.163 / -0.071 eV

Last column: natural (NBO) charge in e.
Cartesian coordinates (Å):
C (0.9561, -1.4173, -0.8088)  -0.41
C (-0.7131, 1.1538, 0.6130)  -0.27
Cl (0.7847, -1.2300, 0.8359)  0.05
Cl (-1.9605, 0.1044, 1.1839)  0.05
Cl (-0.4168, 2.4244, 1.6559)  0.09
Br (-0.9642, 1.8197, -1.1597)  0.09
H (1.1645, -0.4507, -1.2225)  0.20
H (1.1493, -2.4043, -1.0976)  0.20

Force components x, y, z for each atom (eV/Å):
-0.12 1.26 0.52
-1.45 0.30 -0.74
0.38 -0.63 1.46
-0.14 -0.01 -0.21
0.75 0.76 1.11
0.15 -0.51 -0.14
0.15 -0.31 -1.05
0.29 -0.87 -0.96

Below is a structure of composition C14H16BClF4N4O5Se4V in a non-equilibrium geometry, with properties calculated with the ωB97M-V functional and the def2-TZVPD basis.

Summary:
electronic energy = -12572.42665 a.u.
max |F| = 9.13 eV/A
orbital gap (spin up / spin down) = 2.868 / 5.085 eV
net charge = -2
2S+1 = 4
LUMO level (spin up / spin down) = 3.323 / 3.311 eV

Last column: Löwdin spin population.
Cartesian coordinates (Å):
V (0.4455, 1.7788, 0.8308)  1.80
Se (2.4581, 1.8232, 1.0063)  -0.04
Se (3.4283, 1.5657, 2.8508)  0.08
Se (6.8193, 2.3540, -0.1547)  -0.02
Se (4.7771, 2.0232, 0.8068)  -0.02
F (0.4057, 0.0437, 3.2321)  0.01
B (-0.7370, -0.0002, 4.0972)  0.00
F (-1.8508, 0.5711, 3.4339)  0.00
F (-0.4620, 0.7006, 5.2689)  0.00
F (-1.0327, -1.3456, 4.3675)  0.00
O (-0.0212, 2.5371, 2.5559)  0.06
Cl (-0.9938, 2.9706, 1.5701)  0.04
O (-1.9830, 3.7903, 2.1456)  0.01
O (-1.5512, 1.8642, 0.8513)  0.04
O (-0.1998, 3.7524, 0.6077)  0.00
N (-4.2551, -7.7357, 1.6139)  0.12
C (-3.6933, -6.7434, 1.3763)  0.06
C (-3.0088, -5.5558, 1.0709)  0.16
C (-2.9521, -4.4687, 1.9958)  0.09
C (-2.2472, -3.3321, 1.7080)  0.05
C (-1.5479, -3.2205, 0.4835)  0.20
C (-1.6375, -4.2726, -0.4613)  0.05
C (-2.3365, -5.4129, -0.1750)  0.07
N (-0.6888, -2.1353, 0.2266)  0.02
C (0.4961, -2.1997, -0.4842)  0.02
C (1.1186, -1.0046, -0.3297)  0.01
N (0.3443, -0.1846, 0.4516)  0.02
C (-0.7406, -0.8986, 0.7672)  0.09
H (-3.4506, -4.5667, 2.9514)  0.01
H (-2.1780, -2.5414, 2.4456)  0.00
H (-1.1488, -4.1730, -1.4239)  0.01
H (-2.3710, -6.2230, -0.8932)  0.01
H (0.8224, -3.0827, -0.9996)  0.00
H (2.0876, -0.6976, -0.6884)  0.00
H (-1.5646, -0.5399, 1.3574)  0.00
C (1.7562, 3.5940, -4.1587)  0.00
N (1.7605, 2.8782, -2.8944)  0.01
C (3.0350, 2.5738, -2.2580)  0.00
C (0.6182, 2.5734, -2.2628)  0.01
C (-0.6905, 2.9931, -2.8751)  0.00
O (0.6113, 1.9091, -1.2240)  0.02
H (2.7672, 3.6040, -4.5544)  0.00
H (1.4276, 4.6309, -4.0456)  0.00
H (1.1050, 3.1013, -4.8823)  0.00
H (3.8620, 2.6526, -2.9577)  0.00
H (3.0363, 1.5556, -1.8674)  0.00
H (3.2429, 3.2500, -1.4246)  0.00
H (-0.9931, 2.2613, -3.6270)  0.00
H (-0.6390, 3.9789, -3.3336)  0.00
H (-1.4501, 3.0033, -2.0975)  0.00

Force components x, y, z for each atom (eV/Å):
0.93 -4.57 -5.36
1.44 0.21 -1.45
0.97 -0.57 4.41
0.60 0.14 -0.12
4.73 0.56 -1.81
-0.43 0.00 0.31
0.37 -0.30 -0.13
-0.01 0.10 -0.16
-0.04 0.07 0.07
-0.02 -0.02 0.06
-0.69 -0.08 1.87
-4.78 6.77 3.84
-0.45 -0.05 0.08
-1.94 -0.99 -0.45
-0.17 -0.10 -0.46
-0.01 0.02 0.00
-0.02 -0.05 -0.01
-0.19 -0.34 0.06
0.09 0.29 0.00
-0.07 -0.04 0.18
-0.16 -0.12 -0.17
0.02 -0.15 -0.06
0.19 0.20 -0.13
0.22 0.35 0.27
0.13 0.00 -0.10
0.08 0.25 0.03
-0.73 -1.12 -0.06
-0.10 -0.33 -0.25
0.00 0.05 0.01
0.04 -0.01 0.06
0.02 -0.02 -0.01
-0.05 0.03 -0.04
-0.06 -0.11 0.11
-0.05 0.03 -0.02
0.04 -0.07 0.18
-0.09 0.08 -0.03
-0.11 0.13 -0.13
0.33 -0.21 0.36
-0.05 -0.15 -0.15
-0.10 0.12 0.00
0.22 0.00 -0.46
0.00 -0.04 -0.01
0.04 -0.02 0.01
0.03 0.03 -0.01
-0.15 0.07 -0.18
-0.08 0.08 0.01
-0.06 -0.04 -0.07
0.05 0.03 -0.06
-0.02 -0.03 -0.06
0.08 -0.06 0.07